DFT (ωB97M-V/def2-TZVPD) results for a structure of composition C32H39Cl3F9HgN5O6P3S in a non-equilibrium geometry.

XYZ file:
```
99
Properties=species:S:1:pos:R:3:forces:R:3
Hg 10.64010 -14.65103 12.33888 -0.03 0.15 -0.18
Cl 10.50016 -16.58653 13.77156 -0.28 -0.14 0.22
Cl 7.40418 -19.58619 11.39461 0.80 0.55 -0.31
Cl 10.32045 -19.47618 11.67069 -0.07 0.15 -0.08
S 12.28352 -12.03855 13.53246 1.44 0.04 -0.28
P 12.48560 -13.97144 9.03371 1.04 0.18 0.30
P 13.57271 -16.00658 10.86899 0.23 0.21 -2.80
P 8.89321 -12.90489 12.16617 -0.10 -0.27 0.57
F 8.80970 -7.83630 7.58627 -0.33 -0.76 0.20
F 3.02450 -16.39052 12.79647 0.99 0.21 -0.78
F 8.49391 -9.66519 6.46660 -0.21 0.17 0.44
F 4.53861 -17.84193 12.24988 -0.61 0.71 -0.82
F 7.89013 -11.82832 18.72577 -0.34 0.42 0.03
F 9.98807 -11.57938 18.50055 0.01 0.34 -0.33
F 6.77887 -8.62660 7.37125 1.35 -0.53 0.26
F 3.56184 -16.54068 10.65466 0.06 -0.95 1.33
F 8.69804 -9.85835 18.15853 -0.15 0.34 0.75
O 12.16380 -16.15041 11.26724 -0.27 -0.30 0.29
O 11.09499 -11.46197 12.90135 0.26 0.19 0.65
O 12.21998 -13.52189 13.54859 -0.31 -0.21 0.45
O 13.53892 -11.63461 12.92085 -0.23 0.44 0.22
O 13.58185 -15.04870 9.48881 0.72 -0.98 1.32
O 11.74368 -13.37836 10.15547 -0.66 -0.17 0.28
N 14.65373 -15.34490 11.87504 -0.42 0.76 -0.23
N 9.14232 -17.34943 8.86368 -0.34 -1.52 1.42
N 14.20571 -17.45208 10.32758 0.69 1.02 0.06
N 11.64718 -14.80631 7.91588 -0.09 0.36 0.51
N 13.42800 -12.81731 8.34323 -0.59 1.19 0.42
C 4.06797 -16.59454 11.94470 -0.58 -0.36 -0.35
C 9.01185 -18.12482 9.73842 0.31 1.25 -0.34
C 6.21377 -15.80932 10.99676 0.08 1.51 1.66
C 11.97418 -16.02193 7.24924 1.72 -0.86 1.59
C 8.44264 -10.95374 14.21347 0.15 -1.04 -0.26
C 8.92667 -18.90005 10.92510 -0.66 -0.33 -0.60
C 9.80964 -11.03779 10.23234 -0.63 -0.74 0.57
C 7.21996 -10.30116 9.56558 -1.70 0.71 -0.87
C 8.09771 -8.99684 7.57506 -0.93 0.91 -0.66
C 9.57526 -10.17134 9.17611 -0.39 -0.44 0.86
C 7.41736 -11.09233 10.67765 1.50 -0.18 -0.48
C 8.71989 -11.53142 10.97508 -0.13 0.33 -0.22
C 7.28131 -14.90958 11.02103 0.66 -2.17 -1.29
C 15.66094 -17.45995 9.96844 -1.23 -0.18 1.24
C 14.08930 -13.05929 7.08766 0.34 1.02 0.14
C 8.66894 -11.48625 16.53979 0.41 -0.61 -0.33
C 12.47143 -11.64871 15.32773 -1.21 -0.41 -1.04
C 14.63862 -15.95461 13.15792 -0.65 -0.78 1.79
C 8.28447 -9.82039 8.81905 0.13 -0.18 0.10
C 8.71105 -12.31015 13.91486 -0.05 0.63 -0.22
C 5.18867 -15.61033 11.96121 0.16 -0.16 -1.12
C 15.66678 -14.31195 11.69282 -0.15 -0.16 -1.60
C 13.81022 -11.61671 9.11947 0.03 -0.58 0.47
C 8.92911 -12.82211 16.25011 -0.90 0.87 0.21
C 7.34813 -13.89370 11.92441 0.31 1.61 1.12
C 8.91920 -13.23345 14.95631 -0.23 0.71 -1.16
C 13.39143 -18.44091 9.61068 0.44 -0.33 1.59
C 8.39548 -10.55606 15.53837 0.03 0.50 0.63
C 5.14753 -14.49724 12.75748 0.16 0.53 0.68
C 8.80348 -11.17361 17.98088 0.05 0.06 0.21
C 6.27980 -13.64955 12.75218 -1.53 0.54 1.85
C 10.45204 -14.25784 7.37394 -0.79 0.96 0.40
H 10.20915 -13.30205 7.82999 -0.08 0.12 0.11
H 10.40666 -9.80450 8.65260 0.95 0.50 -0.82
H 15.80103 -17.32556 8.89863 0.12 0.23 -0.09
H 6.60318 -11.42748 11.26327 -0.81 -0.31 0.31
H 13.02631 -16.22971 7.45248 0.00 -0.27 -0.14
H 16.15856 -16.68636 10.58702 -0.07 -0.53 -0.67
H 13.17110 -12.42445 15.61634 0.08 0.10 0.32
H 11.39552 -16.85753 7.64023 -0.25 -0.05 -0.27
H 13.76745 -16.60473 13.27585 -0.22 0.21 -0.04
H 9.60805 -14.92453 7.49956 -0.21 -0.25 0.10
H 14.81896 -11.64219 9.57889 -0.24 -0.24 -0.54
H 13.64112 -18.42310 8.56071 0.12 -0.30 -0.42
H 13.14134 -11.45948 9.96957 -0.06 -0.22 -0.25
H 15.03539 -13.54564 7.27637 0.48 -0.30 -0.38
H 8.97838 -13.53204 17.05107 0.43 -0.25 0.26
H 13.43209 -13.64748 6.50107 -0.35 -0.98 -0.73
H 14.25912 -12.14583 6.47571 -0.08 -0.27 0.73
H 11.49842 -11.77033 15.83114 0.41 -0.13 -0.22
H 10.78852 -11.43571 10.47707 -0.05 0.35 -0.15
H 10.61471 -14.09701 6.33260 -0.16 0.27 -1.06
H 6.20993 -16.63131 10.32481 -0.07 -0.58 -0.39
H 15.53712 -13.34925 12.20816 -0.39 -0.65 0.49
H 4.25109 -14.33772 13.40644 1.13 -0.02 -0.50
H 6.31657 -12.84871 13.54598 -0.03 -0.82 -1.18
H 13.59917 -19.45115 10.10135 -0.48 1.11 -0.97
H 15.46616 -16.64358 13.34141 0.51 0.32 -0.07
H 16.61693 -14.80835 11.92799 0.12 0.57 -0.07
H 11.87308 -15.90085 6.20515 -0.33 -0.01 -1.29
H 8.31557 -10.20170 13.43610 -0.01 -0.34 0.04
H 9.06928 -14.26651 14.79591 0.22 -1.03 -0.60
H 8.15772 -9.50554 15.78108 0.29 -0.73 -0.05
H 12.35107 -18.14599 9.72924 -0.10 -0.34 0.05
H 8.17823 -15.14402 10.41715 -0.65 0.24 0.05
H 16.01453 -18.44829 10.26509 0.36 0.06 -0.13
H 13.72623 -10.77276 8.46151 0.14 0.56 -0.31
H 6.18132 -10.08054 9.20473 1.10 -0.08 0.62
H 14.54926 -15.19682 13.95123 0.19 -0.23 -0.23
H 15.61693 -14.04073 10.62585 0.46 -0.12 0.26
H 12.83925 -10.64951 15.50792 0.21 0.17 -0.26
```
Forces are in eV/Å.

Summary:
- DFT total energy (eV) = -158458.929
- 2S+1 = 2
- energy relative to the best compared isomer or geometry (same formula, charge and spin) (kcal per mole) = 0.0
- largest force on an atom (hartree/bohr) = 0.05479
- ⟨S²⟩ = 0.763
- HOMO-LUMO gap (alpha / beta) (eV) = 8.92 / 7.33

***

DFT (ωB97M-V/def2-TZVPD) results for a structure of composition C32H39ClN5O2PdS4.

XYZ file:
```
84
Properties=species:S:1:pos:R:3:forces:R:3
Pd -0.34457 -0.86784 0.29299 -0.37 -0.14 0.43
Cl 0.74774 -9.38370 2.77494 -0.01 0.08 -0.03
S -1.26634 1.42442 -0.51955 0.18 0.23 -0.12
S -0.61193 -0.25758 2.47990 -0.24 -0.03 -0.02
S 1.09935 -1.64525 -2.51082 0.45 -0.05 0.15
S 1.85074 -0.33114 0.58453 0.19 -0.35 -0.17
O 0.77147 -3.44739 -0.30798 -0.05 0.01 -0.04
O -0.28604 -2.89673 1.58128 0.18 0.24 -0.41
N -2.28584 -1.52678 -0.05068 -0.23 0.21 0.07
N 0.61758 2.52849 0.96780 -0.22 0.18 0.18
N 0.41237 3.35329 -1.20588 -0.24 0.02 0.07
N -1.65293 -2.05179 -3.57253 -0.08 0.12 -0.08
N -0.27682 -1.28847 -1.77332 -0.67 -0.14 0.04
C -1.52519 -1.67864 -2.26253 0.50 0.09 0.05
C -3.22843 -1.64782 0.88673 0.16 -0.05 -0.07
C 0.61042 -7.74476 2.20612 0.01 -0.14 0.04
C -0.56423 5.65395 -1.16496 -0.02 0.06 0.04
C 0.23361 -6.74931 3.09253 -0.01 0.03 -0.04
C 1.25632 3.74357 3.72769 -0.03 -0.03 -0.01
C 0.67439 -1.86837 -4.14593 0.17 0.00 -0.29
C -1.88572 4.60064 -3.12959 0.00 -0.06 -0.02
C 1.74806 4.23878 2.37211 -0.01 0.07 -0.01
C 0.04893 -2.36246 -6.79511 0.10 0.01 -0.05
C -0.65732 -2.05621 -4.52123 -0.14 -0.09 -0.03
C 1.89732 3.11574 1.35665 0.02 -0.15 -0.07
C 0.77779 -6.15606 0.43343 0.05 0.00 -0.06
C 0.39551 -5.14039 1.30111 -0.03 -0.08 0.12
C 0.01845 2.52948 -0.21302 0.12 -0.11 -0.06
C 0.94972 -0.23440 3.10807 0.49 0.06 -0.04
C -3.95617 -1.91451 -1.73886 0.03 -0.01 0.05
C 0.68738 4.79382 -1.04604 0.09 -0.15 -0.05
C 1.08589 -0.10604 4.59904 -0.02 -0.07 0.03
C 3.46579 -0.22288 2.77246 0.01 -0.01 -0.06
C 1.70103 -1.93163 -5.10831 -0.07 0.01 0.07
C 0.29124 -3.72408 0.80170 0.16 -0.19 -0.01
C 0.12164 -5.44821 2.62903 -0.06 0.02 0.02
C -2.60803 -1.69458 -1.37046 0.03 -0.09 0.06
C 1.39096 -2.17297 -6.41930 -0.11 -0.02 -0.04
C -4.54602 -1.90539 0.58577 -0.03 -0.02 0.01
C 0.88103 -7.46470 0.87643 -0.01 0.05 0.02
C 2.05633 -0.27902 2.26001 -0.24 0.07 0.34
C 1.19666 4.85349 4.76702 0.01 0.04 0.01
C -1.14518 5.81416 -2.57030 0.02 0.02 -0.02
C -4.90882 -2.01582 -0.76164 -0.07 -0.02 -0.03
C -0.95973 -2.30741 -5.86867 -0.03 0.02 0.10
H -2.54088 4.14906 -2.38163 -0.01 0.02 0.01
H 1.67400 -0.93599 4.99478 -0.01 -0.02 0.00
H -4.24804 -1.98356 -2.77788 0.01 0.00 -0.02
H -1.99050 -2.45649 -6.16544 -0.01 0.00 0.01
H 2.71735 4.73206 2.48673 0.01 -0.02 0.03
H -0.30000 6.64588 -0.78866 0.01 -0.01 0.00
H 0.82933 4.48659 5.72451 0.00 -0.02 0.01
H 1.42702 5.07334 -1.79891 -0.02 0.01 -0.02
H -1.83660 6.65813 -2.54342 -0.03 -0.02 0.01
H 3.50463 -0.01599 3.83853 0.00 0.01 0.01
H 2.48126 2.30464 1.80362 -0.01 0.10 -0.05
H -0.19388 -2.55382 -7.83119 0.00 0.00 -0.01
H -1.21599 3.81830 -3.49552 0.03 0.02 -0.01
H 4.03636 0.54677 2.24976 0.02 -0.02 -0.02
H 1.91941 2.94316 4.07469 0.02 0.03 0.00
H 1.17123 -8.26190 0.20701 0.01 0.00 -0.01
H 1.59070 0.82072 4.87889 -0.02 -0.01 -0.03
H 2.72935 -1.78722 -4.80193 0.00 0.00 0.03
H -2.88744 -1.55634 1.90935 -0.04 0.02 0.00
H 2.18441 5.28686 4.93208 0.00 0.00 0.00
H -2.56474 -2.35964 -3.87225 0.02 0.00 0.00
H 2.42469 3.41742 0.45333 -0.01 0.04 0.02
H -2.50167 4.88842 -3.98093 -0.01 0.00 -0.01
H -5.94164 -2.18347 -1.03641 0.00 0.00 0.02
H 1.00061 -5.90539 -0.59479 -0.01 0.00 0.00
H 0.19123 1.89021 1.63025 0.03 0.09 0.00
H -5.26999 -2.00894 1.37911 -0.01 0.00 0.00
H 1.05180 4.99295 1.99336 0.03 0.03 0.02
H -0.18670 -4.65540 3.29685 0.01 0.00 0.01
H 2.17349 -2.21862 -7.16265 0.00 0.00 -0.01
H -1.32731 5.25888 -0.48544 -0.01 0.02 -0.01
H -0.34659 6.11054 -3.25743 0.00 0.01 0.01
H -0.07733 3.12413 -2.05840 0.03 0.08 -0.03
H 0.11123 -0.12827 5.08208 -0.01 0.03 -0.02
H 1.14552 4.95266 -0.07664 -0.01 0.01 -0.02
H 0.53196 5.65677 4.44498 0.00 0.00 -0.01
H 3.96539 -1.17528 2.58826 0.00 -0.01 0.01
H 0.26223 3.29776 3.61645 0.00 -0.02 -0.01
H 0.02767 -6.99647 4.12427 0.00 0.00 0.01
```
Forces are in eV/Å.

Summary:
- DFT total energy (eV) = -104700.216
- 2S+1 = 5
- energy relative to the best compared isomer or geometry (same formula, charge and spin) (kcal per mole) = 20.5
- total charge = +1
- largest force on an atom (hartree/bohr) = 0.01327
- ⟨S²⟩ = 6.042
- HOMO-LUMO gap (alpha / beta) (eV) = 5.52 / 5.76

***

The lowest largest force on an atom belongs to which entry?
C32H39ClN5O2PdS4

***

What is the energy relative to the best compared isomer or geometry (same formula, charge and spin) in the second record?
20.5 kcal per mole